(1)
C28H25BiN7S5 | wB97M-V/def2-TZVPD

Its total charge is +3. For the energy relative to the best compared isomer or geometry (same formula, charge and spin), the calculation gives 0.000 eV. Its HOMO energy is -16.31 eV. As for the LUMO energy: -9.4 eV. For the HOMO-LUMO gap, the calculation gives 0.2556 Ha.

Cartesian coordinates (Å):
Bi: 9.31412 10.31440 13.17788
C: 6.42574 13.07000 13.13920
C: 5.68969 12.01918 12.34187
S: 6.75779 10.72279 11.59309
C: 5.85232 9.24180 11.99058
C: 5.63913 8.89040 13.45026
S: 7.10822 9.11466 14.55270
C: 6.45792 10.16739 15.83954
C: 6.04914 11.58400 15.51716
S: 7.33368 12.47695 14.56567
H: 7.20061 13.55798 12.53498
H: 5.72987 13.84604 13.48200
H: 4.95548 11.51462 12.97256
H: 5.19485 12.44681 11.47214
H: 4.81855 9.28928 11.53807
H: 6.33733 8.43515 11.48122
H: 4.89624 9.53976 13.91698
H: 5.28840 7.87883 13.56712
H: 5.62557 9.61542 16.28880
H: 7.27562 10.17133 16.57070
H: 5.11412 11.56422 14.98137
H: 5.89349 12.08761 16.46771
S: 9.17137 6.45429 6.29212
N: 8.86638 5.95289 7.77595
C: 9.02923 6.93701 8.61971
C: 8.93660 6.92092 10.04068
C: 8.56040 5.77465 10.74337
C: 8.45050 5.87138 12.13510
C: 8.75178 7.06770 12.72980
N: 9.08875 8.15637 12.05514
C: 9.20726 8.13316 10.72445
C: 9.57076 9.34800 10.03610
N: 9.84913 10.44980 10.78206
C: 10.18149 11.56396 10.14064
C: 10.10467 11.69227 8.78182
C: 9.84626 10.58954 7.98700
C: 9.54095 9.39332 8.62505
C: 9.38753 8.13588 7.93955
N: 9.51839 7.97481 6.60629
H: 8.32536 4.88713 10.19139
H: 8.07276 5.05584 12.73367
H: 8.61905 7.20291 13.81717
H: 10.48379 12.40518 10.75685
H: 10.27878 12.66142 8.35185
H: 9.90489 10.61826 6.89406
N: 12.52057 7.61313 14.83628
C: 12.83980 7.27790 13.51562
C: 13.57848 6.20927 13.00222
C: 13.64870 6.11370 11.64044
C: 13.06150 7.08093 10.81213
C: 12.30935 8.10424 11.34224
C: 12.14754 8.19005 12.71095
N: 11.42685 9.05575 13.52972
C: 11.70536 8.70572 14.79452
C: 11.14301 9.43211 15.93809
C: 11.40846 9.39586 17.26754
S: 10.60585 10.60439 18.10112
C: 9.89747 11.12761 16.66088
N: 10.23907 10.44016 15.59017
H: 12.83425 7.08782 15.63066
H: 14.03134 5.47701 13.63426
H: 14.20402 5.32286 11.19023
H: 13.14855 7.00655 9.73406
H: 11.88921 8.86838 10.71942
H: 12.10130 8.75844 17.78094
H: 9.28747 12.00477 16.60997

Cartesian forces (eV/Å) of the 6 atoms listed first:
Bi 0.1863 -0.4278 -0.3378
C 0.1136 0.4680 -0.2892
C 0.0381 -0.4724 -0.2144
S 0.1868 0.3806 0.1922
C -1.7981 -0.2124 -0.1420
C 0.4885 0.9466 0.5819



(2)
C28H25BrFN5O6PtS | wB97M-V/def2-TZVPD

Its total charge is +1. For the energy relative to the best compared isomer or geometry (same formula, charge and spin), the calculation gives 0.297 eV. Its HOMO energy (alpha / beta) is -9.16 / -9.25 eV. As for the LUMO energy (alpha / beta): -3.3 / -3.3 eV. Its spin multiplicity is 2. The expectation value of S² is 0.75. For the HOMO-LUMO gap (alpha / beta), the calculation gives 0.2154 / 0.2186 Ha.

Cartesian coordinates (Å):
Pt: -2.62680 -0.21445 2.55885
Br: -2.35726 -3.81291 3.71514
C: -1.54717 -2.40868 4.66066
C: -0.84045 -2.76470 5.80004
C: -0.23830 -1.77534 6.55099
C: -0.36337 -0.46203 6.13792
C: -1.08142 -0.18685 4.99437
N: -1.67368 -1.14719 4.24803
C: -1.21374 1.26268 4.54919
O: -0.67145 2.12549 5.20420
O: -1.94743 1.44305 3.50624
H: -0.78266 -3.80612 6.07633
H: 0.31601 -2.02940 7.44462
H: 0.06977 0.37441 6.66642
O: -4.49543 -0.50607 3.75216
N: -5.45709 -1.07928 3.03328
C: -6.71454 -0.95514 3.51403
C: -7.77634 -1.54373 2.88693
C: -7.54333 -2.27404 1.72140
C: -6.26377 -2.37305 1.23655
C: -5.18935 -1.76354 1.89691
S: -3.57472 -1.89323 1.28637
H: -6.77578 -0.36392 4.41417
H: -8.76716 -1.42491 3.29842
H: -8.36185 -2.74628 1.19610
H: -6.04821 -2.91168 0.32485
F: 4.01738 -1.06451 0.05262
C: 2.98125 -0.43323 -0.54208
C: 1.78893 -0.34124 0.11855
C: 0.69384 0.26056 -0.50056
C: -0.58533 0.33363 0.23676
O: -0.60946 -0.13590 1.38297
C: -1.67163 0.95102 -0.47007
C: -1.43663 1.40583 -1.73456
N: -0.25997 1.36712 -2.39539
C: -0.17201 1.88509 -3.74129
C: 0.62848 3.13401 -3.98555
C: -0.86858 3.16765 -4.06378
C: 0.83612 0.77186 -1.79384
C: 2.07423 0.69064 -2.44115
C: 3.15649 0.08986 -1.82685
N: 4.39395 0.02650 -2.52938
C: 4.48031 -0.85828 -3.68063
C: 5.33114 -0.14906 -4.74695
N: 6.19539 0.86119 -4.03759
C: 6.78705 0.27447 -2.79003
C: 5.64410 0.04422 -1.78364
C: -3.09689 1.24609 0.00513
O: -3.82393 1.82415 -0.78163
O: -3.46074 1.00795 1.22062
H: 1.67373 -0.74941 1.11345
H: -2.26812 1.85650 -2.25841
H: -0.15882 1.11436 -4.50351
H: 1.19830 3.20020 -4.90250
H: 1.08280 3.59820 -3.12046
H: -1.33876 3.24134 -5.03298
H: -1.39371 3.67202 -3.26533
H: 2.20079 1.12082 -3.42469
H: 3.48776 -1.05504 -4.07676
H: 4.92563 -1.82482 -3.41328
H: 4.72452 0.40252 -5.46241
H: 5.99178 -0.82747 -5.28298
H: 5.59101 1.63697 -3.75828
H: 6.91807 1.22014 -4.65978
H: 7.54342 0.95589 -2.40880
H: 7.27081 -0.65322 -3.08989
H: 5.60420 0.85257 -1.05421
H: 5.84859 -0.88430 -1.24504

Cartesian forces (eV/Å) of the 6 atoms listed first:
Pt 0.1254 -0.0455 0.2839
Br 0.0321 -0.0164 0.0481
C -0.1035 -0.0410 -0.0004
C 0.0109 0.0452 0.0272
C 0.0023 -0.0308 0.0022
C -0.0291 0.0022 0.0000



(3)
C28H25BrNPV | wB97M-V/def2-TZVPD

Its HOMO energy (alpha / beta) is -6.55 / -6.56 eV. As for the LUMO energy (alpha / beta): -0.3 / 0.1 eV. Its spin multiplicity is 2. The expectation value of S² is 0.78. For the HOMO-LUMO gap (alpha / beta), the calculation gives 0.2277 / 0.2435 Ha.

Cartesian coordinates (Å):
C: -0.93833 -1.45448 -4.13641
C: -1.21050 -2.52883 -3.24749
C: -1.92472 -2.00081 -2.11498
H: -0.89515 -3.55419 -3.41024
C: -2.12290 -0.58322 -2.35166
C: -1.48812 -0.24948 -3.58462
H: -1.53831 0.71317 -4.08721
H: -0.44534 -1.53934 -5.10218
H: -2.27352 -2.56581 -1.26682
H: -2.66439 0.12242 -1.73399
V: -0.07088 -1.04527 -2.22430
Br: 1.30601 -3.02330 -1.50290
C: 2.24270 0.45108 -2.13696
C: 1.31653 1.20933 -2.91991
C: 1.23944 0.59642 -4.20905
H: 0.81857 2.12323 -2.60269
C: 2.08185 -0.55531 -4.20567
C: 2.71308 -0.63505 -2.93050
H: 3.46598 -1.35044 -2.62824
H: 2.54325 0.66728 -1.11569
H: 0.78204 1.04959 -5.08339
H: 2.30580 -1.20933 -5.04860
N: -0.22879 -0.14461 -0.69324
P: -0.18994 0.19809 0.89664
C: 1.39161 0.94239 1.29254
C: 2.44007 0.18595 1.85354
C: 3.69817 0.76191 1.98048
C: 3.91842 2.05189 1.49586
C: 2.88052 2.79705 0.92953
C: 1.59605 2.26998 0.88039
C: -1.58059 1.24277 1.34106
C: -2.42403 0.92944 2.42267
C: -3.48411 1.77533 2.74195
C: -3.68300 2.94388 1.99946
C: -2.83606 3.27107 0.93189
C: -1.80519 2.40430 0.57764
C: -0.30707 -1.19356 1.97331
C: -0.84360 -2.38584 1.48886
C: -0.97870 -3.46162 2.35082
C: -0.61354 -3.34448 3.69775
C: -0.10740 -2.13615 4.18481
C: 0.05417 -1.05284 3.32546
H: 2.26013 -0.83950 2.18158
H: 4.48526 0.19431 2.46370
H: 4.89777 2.49973 1.59622
H: 3.04317 3.80331 0.55174
H: 0.74881 2.85818 0.51947
H: -2.25288 0.03054 3.01172
H: -4.13822 1.53196 3.58101
H: -4.49311 3.62346 2.26731
H: -2.96247 4.20424 0.38119
H: -1.16903 2.62001 -0.28308
H: -1.11669 -2.45603 0.43138
H: -1.37618 -4.39762 1.96616
H: -0.72140 -4.20174 4.37234
H: 0.18121 -2.03763 5.23206
H: 0.47351 -0.12579 3.69924

Cartesian forces (eV/Å) of the 6 atoms listed first:
C -1.5737 -0.5277 -0.6227
C -0.9787 0.2929 -0.7684
C -0.7623 0.5986 -1.1677
H -0.0345 0.3291 0.2604
C -0.9567 -1.1345 -0.9801
C -1.3578 -0.7918 -0.6453